[1]
46
Properties=species:S:1:pos:R:3:forces:R:3:mulliken_charge:R:1 method="wB97M-V/def2-TZVPD" orbital_gap_ha="0.3120 / 0.3225" charge=+1 spin_multiplicity=3 total_energy_ha=-1723.661478
Pt -0.1457 -0.1121 0.4030 0.47 0.79 0.07 2.463
Cl -0.6942 0.3080 3.8160 -0.64 -0.93 2.46 1.710
O -1.4206 -0.9436 3.7694 0.18 0.11 -0.19 -0.670
O -1.3952 1.2584 4.6274 0.40 -0.27 -0.62 -0.645
O 0.6388 0.0876 4.2967 0.02 0.01 -0.27 -0.647
O -0.6179 0.8236 2.4618 -0.04 1.01 -2.10 -0.789
N 0.5101 -1.0454 -1.5222 0.33 -0.15 -0.59 -0.176
C -0.2540 -1.8073 -2.3219 -0.88 0.90 0.01 -0.002
C 0.1266 -2.2529 -3.5598 0.39 -0.61 0.25 -0.916
C 1.4194 -1.9976 -3.9716 0.53 0.17 -0.86 -0.119
C 2.2485 -1.1976 -3.2048 -0.77 -0.43 0.93 -1.067
C 1.7431 -0.7658 -1.9775 0.51 -0.25 0.06 0.090
H -1.2934 -1.9707 -2.0672 0.14 0.01 0.56 0.333
H -0.5653 -2.8954 -4.0852 0.13 0.12 -0.29 0.415
H 1.8142 -2.3890 -4.9020 -0.21 -0.07 -0.02 0.400
H 3.2813 -1.0318 -3.4676 -0.02 0.21 -0.05 0.406
H 2.4084 -0.2603 -1.2908 -0.18 0.20 0.06 0.494
N 0.1925 2.0234 -0.2430 0.14 0.48 0.00 -0.235
C 1.3489 2.5309 -0.7144 -0.11 -0.65 0.59 0.113
C 1.5369 3.8646 -0.9219 0.02 1.50 -0.92 -0.956
C 0.4847 4.7553 -0.7457 -0.94 -0.32 0.88 -0.151
C -0.7152 4.2544 -0.2504 0.76 -0.10 0.13 -0.778
C -0.7980 2.8953 0.0113 -0.44 -0.39 -0.82 0.150
H 2.1785 1.8599 -0.8904 -0.17 -0.22 0.02 0.247
H 2.4552 4.2587 -1.3374 0.18 -0.31 0.16 0.395
H 0.5017 5.8270 -0.8887 0.62 -0.05 -0.30 0.410
H -1.5210 4.9362 -0.0239 -0.22 -0.22 -0.06 0.411
H -1.7466 2.4379 0.2503 0.07 0.09 0.56 0.302
C -3.3360 -0.1331 0.7381 -1.58 0.62 0.20 -0.719
O -2.3155 0.1869 -0.2422 -1.02 -0.76 0.54 -0.488
H -3.0752 -0.7793 1.5708 0.93 0.10 -0.23 0.179
H -3.7295 0.8003 1.1489 0.28 -0.01 0.20 0.306
H -4.2032 -0.5895 0.2503 0.27 -0.17 -0.21 0.376
H -2.8470 0.4645 -0.9976 0.67 0.09 -0.35 0.247
C 2.6390 -1.3332 1.7351 -0.37 -1.89 0.07 -0.890
O 1.9483 -0.1737 1.2570 1.79 -0.06 0.38 -0.314
H 2.3081 -2.1882 1.1387 -0.05 0.19 -0.13 0.278
H 3.7265 -1.3272 1.6526 -0.05 0.67 -0.22 0.396
H 2.3998 -1.6008 2.7672 -0.19 0.56 0.07 0.290
H 2.5194 0.5527 1.5458 -0.79 0.42 -0.04 0.224
C -1.5400 -3.0242 0.7561 -0.44 0.30 1.58 -0.820
O -0.5392 -2.1177 1.2876 -0.05 -0.94 -0.99 -0.428
H -1.1473 -4.0382 0.7593 -0.07 0.00 -0.35 0.316
H -2.3703 -2.9462 1.4659 -0.08 -0.44 -0.17 0.355
H -1.9368 -2.6990 -0.1960 0.51 0.10 -0.22 0.257
H -0.2231 -2.5056 2.1131 -0.06 0.56 0.23 0.245


[2]
17
Properties=species:S:1:pos:R:3:forces:R:3:mulliken_charge:R:1 method="wB97M-V/def2-TZVPD" orbital_gap_ha=0.2085 smiles=CCCCC[O-] charge=-1 total_energy_ha=-272.303643
C -1.6155 1.2160 -1.5629 0.21 -0.38 -0.24 -1.213
C -0.2174 0.7027 -1.2098 0.19 0.31 -0.56 -0.387
C -0.1904 -0.4171 -0.1638 0.98 -0.25 -0.42 -0.505
C 1.0405 -0.3006 0.7051 0.61 0.81 2.62 -0.646
C 1.1042 -1.2676 1.9607 -0.41 -0.65 -0.48 -0.448
O 1.9028 -2.3316 1.8780 0.06 0.02 -0.18 -0.877
H -1.6169 2.1818 -2.0670 0.18 0.14 0.00 0.355
H -2.0605 0.5102 -2.2694 -0.39 -0.01 0.24 0.257
H -2.2238 1.3061 -0.6617 -0.13 -0.08 -0.08 0.352
H 0.3946 1.5312 -0.8392 -0.20 0.01 0.31 0.368
H 0.3080 0.4507 -2.1401 -0.11 -0.33 0.07 0.294
H -0.1895 -1.4634 -0.4981 -0.01 0.25 -0.78 0.243
H -1.1114 -0.3803 0.3988 -0.16 0.36 0.70 0.340
H 1.1135 0.6565 1.2503 -0.86 0.49 -0.46 0.286
H 2.0417 -0.2638 0.2781 -0.15 -0.78 -0.97 0.306
H 1.3134 -0.6015 2.8370 0.16 0.12 0.10 0.189
H 0.0065 -1.5292 2.1043 0.01 -0.01 0.14 0.084


[3]
9
Properties=species:S:1:pos:R:3:forces:R:3:mulliken_charge:R:1 method="wB97M-V/def2-TZVPD" orbital_gap_ha="0.2225 / 0.2235" charge=+1 spin_multiplicity=3 total_energy_ha=-708.512159
C 0.2817 1.4576 1.7330 -1.03 0.54 -0.88 -0.007
C -0.3787 0.5282 0.7324 0.89 0.39 0.64 -0.601
C 0.5692 1.7507 0.4949 -1.68 -0.65 0.80 -0.368
H -0.0422 1.8721 2.6840 0.87 -0.16 -0.13 0.298
H -1.4738 0.6083 0.6394 0.51 -0.01 -0.33 0.220
H 0.0234 -0.4957 0.6408 -0.10 0.35 -0.27 0.192
H 0.6558 2.5878 -0.1970 0.48 -0.54 0.20 0.292
O 1.3469 -0.2831 3.7735 -4.06 -7.05 1.03 -0.644
Pr 0.3068 -2.0920 3.9641 4.13 7.12 -1.06 1.618


[4]
30
Properties=species:S:1:pos:R:3:forces:R:3:mulliken_charge:R:1 method="wB97M-V/def2-TZVPD" orbital_gap_ha="0.2298 / 0.2004" charge=+2 spin_multiplicity=4 total_energy_ha=-1071.725782
Re 0.3153 0.1795 -0.5425 0.11 0.76 2.83 0.741
C 0.2021 -0.1544 -2.9017 0.45 -0.76 -0.94 -1.172
H 1.2105 0.0959 -3.1856 0.48 0.39 0.01 0.518
H -0.0549 -0.9973 -3.5500 -0.08 -0.14 0.19 0.403
H -0.5341 0.6054 -3.1460 -0.19 0.15 0.68 0.397
H 0.2003 -0.7434 -1.9103 -0.70 -1.23 -2.93 0.478
H -1.0406 -0.7934 -0.6967 0.30 0.65 0.53 0.046
S 1.0454 2.0569 3.5410 -0.86 -1.67 -1.82 -0.100
C 0.9238 0.3030 3.7892 0.69 0.56 -0.62 0.634
C 1.2095 -0.3027 4.9850 0.31 -0.77 0.61 -0.482
C 1.3681 -1.6941 4.9713 -0.22 0.54 -0.10 -0.580
C 1.1558 -2.4081 3.7957 -0.12 -0.30 -0.67 -0.645
C 0.8266 -1.7796 2.5744 0.32 -0.76 0.58 -0.713
C 0.7764 -0.4089 2.5660 0.34 0.06 1.06 0.589
N 0.6679 0.4156 1.4446 -0.27 1.76 1.49 -0.243
C 0.6912 1.7203 1.8771 -0.17 -0.38 0.59 0.580
C 0.1855 2.6614 0.9412 -0.27 1.85 -0.90 0.836
C 0.0314 4.0531 1.2328 0.13 -0.96 -1.23 -0.697
C -0.5325 4.8958 0.2430 0.60 -0.73 0.16 -0.682
C -0.7176 4.3671 -1.0324 -0.04 -0.21 -0.28 -0.595
C -0.4445 3.0366 -1.3603 -0.10 -0.92 0.35 -0.479
C -0.1291 2.0951 -0.3699 0.35 2.11 1.15 0.246
H 1.3549 0.2797 5.8999 -0.03 -0.25 -0.37 0.394
H 1.6731 -2.2227 5.8690 -0.17 0.11 -0.10 0.422
H 1.2824 -3.4904 3.8487 -0.15 0.30 -0.24 0.385
H 0.6536 -2.3194 1.6395 0.14 -0.16 0.44 0.267
H 0.4502 4.4894 2.1406 -0.46 -0.28 0.00 0.361
H -0.7204 5.9630 0.4109 0.10 -0.56 0.10 0.425
H -1.0644 5.0032 -1.8276 -0.01 0.23 -0.15 0.416
H -0.4493 2.6364 -2.3600 -0.47 0.61 -0.42 0.246